The following is a DFT calculation (ωB97M-V with the def2-TZVPD basis set) of a cluster of 5 separate species, C5H18NO5 in total in a non-equilibrium geometry.

Geometry as XYZ:
```
29
C5H18NO5, DFT ωB97M-V with the def2-TZVPD basis set
O 4.2718 0.1856 0.8483
O 1.2110 0.2325 -0.0242
O 1.4483 1.3767 3.3120
O 3.1721 -0.8224 -2.7734
O 0.2515 -0.7302 2.1017
N -0.5214 1.3004 -1.3459
C 0.5920 1.4052 -0.3051
C -2.7502 0.3985 -0.5861
C -1.3244 0.1105 -1.2016
C -3.1416 -1.9604 0.1057
C -3.5192 -0.8701 -0.5561
H 0.5233 -0.3134 1.1926
H -3.0543 1.3100 -1.1109
H -0.9127 -0.6678 -0.5392
H 4.4633 1.1194 0.7668
H -2.3184 -2.1499 0.7806
H -2.6010 0.8575 0.4010
H 3.2223 -0.3957 -1.9073
H 0.5262 -1.6310 2.2634
H 1.6566 1.3792 2.3717
H 1.2858 2.0463 -0.8943
H -1.3933 -0.5251 -2.0930
H 2.7301 -1.6481 -2.5534
H 0.2428 1.9582 0.5862
H -4.4441 -0.9269 -1.1245
H 3.3154 0.0566 0.9322
H -0.0154 1.1353 -2.2061
H 0.9789 0.5167 3.3877
H -3.8954 -2.7473 0.1711
```

Frontier orbital gap (eV): 8.23
Total energy (eV): -17204.5845
LUMO level (eV): 3.5
Net charge: -1

***

The following is a DFT calculation (ωB97M-V with the def2-TZVPD basis set) of a cluster of 4 separate species, C5H18O3 in total in a non-equilibrium geometry.

Geometry as XYZ:
```
26
C5H18O3, DFT ωB97M-V with the def2-TZVPD basis set
O 1.3186 2.3880 1.8557
O -0.1456 3.4487 -0.2601
O -1.5816 2.0056 -2.1630
C 0.3399 -0.4205 -1.5682
C -0.7055 -1.0452 2.0506
C 0.5765 -1.3057 -0.2564
C 0.8060 -2.7528 -0.5072
C -0.7627 -0.9588 0.5079
H 0.9243 1.7738 1.2893
H 0.0738 -3.1943 -1.1576
H -1.5263 -0.4629 2.5819
H 1.4545 -1.0132 0.3303
H -0.7007 2.4310 -2.4014
H 0.5720 0.5909 -1.5415
H -1.1588 -0.1103 0.0875
H 2.1277 2.1979 2.1490
H 1.8465 -2.9170 -1.0657
H 0.8450 -0.9275 -2.3699
H -0.0061 3.4914 0.7002
H -0.6353 -0.4970 -1.9235
H -0.6545 2.6391 -0.1602
H -0.8272 -2.0665 2.2796
H 0.2476 -0.7255 2.5819
H -1.6966 2.6243 -1.4086
H -1.4417 -1.7633 0.0943
H 0.7102 -3.4299 0.2752
```

<S²>: 0.75
Frontier orbital gap (alpha / beta) (eV): 2.81 / 10.66
Total energy (eV): -11616.7400
LUMO level (alpha / beta) (eV): 3.6 / 3.4
Spin multiplicity: 2
Net charge: -1

***

The following is a DFT calculation (ωB97M-V with the def2-TZVPD basis set) of a structure of composition C5H19FeO10PPd in a non-equilibrium geometry.

Geometry as XYZ:
```
37
C5H19FeO10PPd, DFT ωB97M-V with the def2-TZVPD basis set
Pd -0.1121 1.6455 -1.4819
Fe -2.8347 0.3840 -0.1106
P -2.8968 1.5656 -2.4910
O -0.4876 -2.6410 -1.3016
O -0.9323 -1.0372 3.5300
O -1.4884 1.4266 -3.1369
O -2.3408 2.0363 -1.1126
O -0.9092 -0.0846 -0.3004
O -3.7679 2.7564 -2.8782
O -0.4941 3.1426 0.4118
O -3.6351 0.3216 -1.9028
O 2.3904 -2.1257 -1.2423
O 1.7546 1.4278 -0.0974
C -1.0792 -2.7080 -2.5914
C 2.4868 -2.1122 0.1775
C 0.2176 -1.3582 2.7839
C 0.4337 2.7721 1.4206
C 1.7939 2.5337 0.8406
H -2.1157 -2.3597 -2.5347
H -1.0903 -3.7377 -2.9422
H -0.4157 -0.2128 0.5140
H 0.0651 1.8485 1.8893
H 2.4921 2.2974 1.6497
H -0.0348 -1.7580 1.8054
H 2.1618 -1.1270 0.5279
H 1.8699 -2.8901 0.6325
H 1.7463 -2.8153 -1.4423
H -0.5459 -2.0757 -3.3056
H 0.8813 -0.4879 2.6658
H -0.6985 -1.7786 -0.8957
H 0.4870 3.5049 2.2313
H 2.2028 3.4231 0.3517
H 3.5154 -2.2954 0.5034
H 0.8953 -2.0325 3.3194
H -0.9102 -0.1744 3.9416
H -1.2767 3.5819 0.7571
H 2.6718 1.1441 -0.1858
```

<S²>: 12.02
Frontier orbital gap (alpha / beta) (eV): 6.13 / 4.92
Total energy (eV): -73120.3032
LUMO level (alpha / beta) (eV): -2.0 / -2.6
Spin multiplicity: 7

***

The following is a DFT calculation (ωB97M-V with the def2-TZVPD basis set) of a cluster of 3 separate species, C5H19N2O2 in total in a non-equilibrium geometry.

Geometry as XYZ:
```
28
C5H19N2O2, DFT ωB97M-V with the def2-TZVPD basis set
O 1.5549 0.0654 -2.4008
O -1.1945 -1.2873 -2.3525
N -0.7106 -0.9309 1.1460
N 1.1005 -2.2342 -0.3401
C -1.6989 2.1185 0.7174
C -0.4945 2.0424 1.6991
C 0.6554 1.2147 1.0409
C 0.2467 -0.1147 0.3542
C 1.5575 -0.9928 0.2734
H -2.1379 3.1134 0.7407
H -0.8436 1.5982 2.6275
H -0.4991 -0.7917 2.1340
H 1.3962 0.9362 1.8001
H 1.1501 -2.2531 -1.3442
H -1.6618 -0.6334 0.9639
H -2.0679 -1.1139 -2.7157
H 0.6207 0.2368 -2.5524
H -2.4037 1.2973 0.8432
H -0.1241 3.0554 1.8875
H 1.4109 -3.1045 0.0659
H 1.8471 -0.4305 -3.1651
H 1.1932 1.9064 0.3930
H -0.5660 -1.9046 0.8327
H 2.4429 -0.5895 -0.2074
H 1.7526 -1.1945 1.3351
H -1.4110 2.0446 -0.3367
H -0.0958 0.0708 -0.6494
H -1.0192 -2.1246 -2.7902
```

Frontier orbital gap (eV): 10.44
Total energy (eV): -12562.2383
LUMO level (eV): -2.9
Net charge: +1